[1]
DFT (ωB97M-V with the def2-TZVPD basis set) results for a 2-piece molecular cluster, H3O5 overall at a distorted geometry.

* multiplicity: 1
* max |F|: 0.1018 hartree/bohr
* charge: +1
* LUMO (spin up / spin down): -9.48 / -9.48 eV
* HOMO (spin up / spin down): -17.2 / -17.2 eV
* energy above the lowest of the compared OMol25 structures with the same formula, charge and spin: 72.6 kcal per mole
* orbital gap (spin up / spin down): 7.67 / 7.67 eV

Geometry as XYZ:
```
8
Properties=species:S:1:pos:R:3:nbo_charge:R:1
O -0.5832 1.3219 0.3093 -0.91
O -0.1863 -0.0662 -1.3289 0.13
O 1.4030 -1.0055 -0.0462 -0.27
O -0.6847 -1.6885 -0.0733 -0.08
O 0.1727 -0.9430 -0.5965 0.54
H -0.0253 2.0755 0.2408 0.51
H -1.5218 1.6551 0.6453 0.53
H 1.4256 -1.3492 0.8495 0.55
```

[2]
DFT (ωB97M-V with the def2-TZVPD basis set) results for one molecule with the formula C4H6N2O at a distorted geometry.

* multiplicity: 1
* max |F|: 0.0816 hartree/bohr
* LUMO: 0.42 eV
* HOMO: -9.2 eV
* energy above the lowest of the compared OMol25 structures with the same formula, charge and spin: 165.6 kcal per mole
* orbital gap: 9.61 eV

Geometry as XYZ:
```
13
Properties=species:S:1:pos:R:3:nbo_charge:R:1
C 2.2954 -0.3485 -0.7389 0.10
C 1.3915 0.2852 -0.0746 0.07
C -0.7763 0.1325 -0.7300 -0.26
C -0.5671 1.2759 0.1706 -0.10
N 0.3697 -0.6971 -0.3218 -0.23
N 0.0446 -1.6397 0.6792 -0.64
O 0.8597 1.4999 0.2597 -0.47
H -1.7756 -0.4614 -0.6027 0.24
H -0.5527 0.4121 -1.7348 0.21
H -0.9425 2.2309 -0.0913 0.21
H -1.0114 0.9019 1.0744 0.16
H -0.0334 -1.2451 1.5263 0.34
H 0.6981 -2.3465 0.5839 0.37
```

[3]
DFT (ωB97M-V with the def2-TZVPD basis set) results for a 2-piece molecular cluster, C19H15ClF2NO4S overall at a distorted geometry.

* multiplicity: 1
* max |F|: 0.0771 hartree/bohr
* charge: -1
* LUMO: 2.64 eV
* HOMO: -5.0 eV
* energy above the lowest of the compared OMol25 structures with the same formula, charge and spin: 15.7 kcal per mole
* orbital gap: 7.61 eV

Geometry as XYZ:
```
43
Properties=species:S:1:pos:R:3:nbo_charge:R:1
C -3.4815 0.0952 2.2855 -0.63
C -2.0480 0.5384 2.1418 -0.07
O -1.2659 -0.6684 1.7937 -0.52
C -0.0725 -0.4354 1.2324 0.83
C 0.8480 -1.7156 1.4723 -0.49
C 2.3285 -1.4250 1.4408 0.04
C 2.9310 -0.2041 1.1147 -0.27
C 4.3432 -0.1741 1.1412 -0.03
Cl 5.1896 1.2819 0.7576 0.00
C 5.0760 -1.3312 1.4345 -0.25
C 4.4179 -2.5589 1.5809 -0.20
C 3.0550 -2.5811 1.7266 -0.23
O 0.2364 0.6398 0.7436 -0.58
H -4.1087 0.9300 2.6342 0.20
H -3.8345 -0.1952 1.2843 0.24
H -3.5911 -0.7386 3.0018 0.21
H -1.9203 1.2625 1.3263 0.22
H -1.6577 0.9759 3.0756 0.17
H 0.4835 -1.9903 2.4777 0.25
H 2.3841 0.6964 0.8021 0.29
H 6.1574 -1.2845 1.4863 0.21
H 4.9188 -3.5039 1.6166 0.21
H 2.5236 -3.5165 1.9922 0.23
F 2.7123 -2.9782 -0.9365 -0.36
C 1.3633 -2.7223 -0.8436 0.40
F 0.7649 -3.2791 -1.9241 -0.34
S 0.7410 -3.3550 0.7733 0.22
N -0.4320 -0.1219 -1.8106 -0.71
C -1.8075 -0.1408 -1.7370 0.63
O -2.5333 -0.9934 -1.2254 -0.65
C -2.2706 1.1904 -2.2786 -0.11
C -1.1215 1.9154 -2.5708 -0.12
C -1.2211 3.2695 -2.8249 -0.19
C -2.4951 3.8761 -2.7924 -0.23
C -3.6499 3.1264 -2.4806 -0.23
C -3.5315 1.7612 -2.1827 -0.20
C 0.0743 1.0749 -2.2324 0.64
O 1.2529 1.4227 -2.2605 -0.64
H 1.1157 -1.6625 -0.9828 0.23
H -0.3007 3.8283 -3.0307 0.22
H -2.5905 4.9598 -2.9393 0.20
H -4.6229 3.6068 -2.4216 0.20
H -4.3603 1.1245 -1.8614 0.22
```

no.,total energy (Eh)
1,-377.18969
2,-340.53105
3,-2146.90092